No. 1
ORCA calculation (wB97M-V/def2-TZVPD) on a single C17H35N3O8P2 molecule.

CARTESIAN COORDINATES (ANGSTROEM)
1 C -0.1034 -4.2355 1.4634
2 C -0.5314 -2.6462 1.7369
3 N -1.9933 -2.4245 1.4366
4 C -2.2912 -1.1201 0.7605
5 C -1.6156 0.2869 1.2424
6 C -1.1267 0.5267 2.7816
7 C 0.1409 1.5603 2.9633
8 C -0.1828 3.0258 2.2991
9 C 1.1852 3.9012 1.9212
10 C 1.5123 3.8494 0.2828
11 C 2.9982 3.1874 -0.0315
12 C 3.1427 2.5770 -1.5477
13 C 3.9831 1.1370 -1.5790
14 O 5.2049 1.1904 -0.7506
15 C 5.1032 0.2722 0.3976
16 C 4.9075 -1.3615 0.3060
17 O 5.2044 0.8155 1.6279
18 C -0.5663 0.4831 -0.0160
19 O 0.7519 0.6684 -0.0641
20 N -1.5599 0.3226 -1.1887
21 C -2.2669 -1.0176 -0.8903
22 C -3.9173 -1.0542 -1.1983
23 P -4.3613 -1.0818 -3.0521
24 O -3.9061 -2.4083 -3.8126
25 O -3.8971 0.3962 -3.9049
26 O -6.1367 -1.1000 -3.1306
27 P -1.1691 -2.2249 -1.9128
28 N -1.6883 -3.7581 -1.9208
29 O 0.4923 -2.3237 -1.2979
30 O -1.0201 -1.5409 -3.5301
31 H -0.5662 -4.8280 2.3898
32 H 1.0586 -4.3777 1.5331
33 H -0.5946 -4.6700 0.4924
34 H -0.4126 -2.5107 2.9178
35 H 0.2058 -1.8784 1.2553
36 H -2.3204 -3.2371 0.8333
37 H -3.4385 -0.9506 1.0429
38 H -2.4554 1.1173 1.0584
39 H -2.0426 1.0414 3.3485
40 H -0.8735 -0.4347 3.3958
41 H 0.3876 1.7661 4.1114
42 H 1.1521 1.1362 2.5014
43 H -0.8043 3.6751 3.0715
44 H -0.7963 2.9558 1.3016
45 H 1.0383 5.0242 2.2327
46 H 2.0588 3.3893 2.5178
47 H 0.6626 3.2787 -0.2993
48 H 1.5486 4.9424 -0.1623
49 H 3.2728 2.3539 0.7584
50 H 3.7821 4.0724 0.0756
51 H 2.0660 2.4513 -1.9897
52 H 3.7469 3.3017 -2.2736
53 H 4.3079 0.9877 -2.7179
54 H 3.2526 0.2520 -1.2762
55 H 3.8313 -1.6784 -0.0767
56 H 5.0288 -1.7801 1.4115
57 H 5.7572 -1.8848 -0.3465
58 H -2.3198 1.0653 -1.1655
59 H -4.3503 -2.0226 -0.6561
60 H -4.3364 -0.0579 -0.7340
61 H -4.6983 1.0270 -3.9362
62 H -6.3699 -2.0938 -3.1138
63 H -2.5750 -3.7751 -1.3378
64 H 1.0554 -2.8529 -1.9377
65 H -1.5522 -0.7080 -3.6174

Charge = 0
SMILES = CCN[C@H]1[C@@H](CCCCCCCCOC(C)=O)C(=O)N[C@@]1(CP(=O)(O)O)P(=N)(O)O
LUMO level = -0.61 eV
Molar mass = 471.4 g/mol
Kohn-Sham gap = 8.29 eV
2S+1 = 1
HOMO energy = -8.90 eV

No. 2
ORCA calculation (wB97M-V/def2-TZVPD) on a molecular structure, C17H36AsN5OTc.

CARTESIAN COORDINATES (ANGSTROEM)
1 Tc 0.2500 0.3149 -0.1080
2 C -0.8453 -0.3451 4.0985
3 C -1.1445 0.1058 2.6598
4 C -1.7719 1.4903 2.6483
5 C 0.1621 0.0106 1.8899
6 H -1.7605 -0.3507 4.6922
7 H -0.1437 0.3411 4.5788
8 H -0.4183 -1.3483 4.1346
9 H -1.8411 -0.6146 2.2281
10 H -1.0580 2.2422 2.9975
11 H -2.6285 1.5252 3.3223
12 H -2.1172 1.7927 1.6579
13 H 0.5524 -1.0216 1.8917
14 H 0.9384 0.6793 2.2827
15 C 5.0900 -2.1581 -1.0453
16 N 3.8139 -1.8148 -0.3981
17 C 3.0028 -2.9546 0.0415
18 C 3.3167 -0.5898 -0.4073
19 O 2.0108 -0.4682 -0.3109
20 N 4.0594 0.5049 -0.4858
21 C 5.4310 0.5673 0.0431
22 C 3.4731 1.7825 -0.8863
23 H 4.9133 -3.0262 -1.6773
24 H 5.8531 -2.4060 -0.3100
25 H 5.4272 -1.3383 -1.6709
26 H 3.6702 -3.6852 0.4918
27 H 2.4918 -3.4151 -0.8039
28 H 2.2796 -2.6418 0.7868
29 H 5.6497 -0.3225 0.6242
30 H 5.4927 1.4328 0.7010
31 H 6.1593 0.6753 -0.7583
32 H 2.6415 1.6296 -1.5679
33 H 4.2337 2.3565 -1.4113
34 H 3.1474 2.3538 -0.0144
35 C -4.2718 -0.7088 1.0170
36 C -3.7839 0.1172 -0.1654
37 As -2.0623 -0.3403 -0.9316
38 C -2.2308 0.3001 -2.7547
39 C -2.5033 1.7955 -2.8783
40 C -2.0309 -2.2776 -1.0464
41 C -3.1959 -2.8651 -1.8383
42 H -5.3508 -0.5800 1.1061
43 H -3.8337 -0.3840 1.9568
44 H -4.0862 -1.7758 0.8961
45 H -3.7777 1.1852 0.0452
46 H -4.4159 -0.0306 -1.0445
47 H -3.0567 -0.2842 -3.1635
48 H -1.3291 0.0061 -3.2934
49 H -3.4263 2.0894 -2.3782
50 H -2.6102 2.0582 -3.9302
51 H -1.6907 2.3997 -2.4768
52 H -2.0171 -2.6432 -0.0184
53 H -1.0723 -2.5462 -1.4948
54 H -4.1649 -2.5516 -1.4503
55 H -3.1598 -3.9527 -1.7745
56 H -3.1483 -2.5988 -2.8928
57 N -0.1187 2.1102 -0.2117
58 C -0.2521 3.3255 -0.2370
59 N -0.2944 4.5100 -0.2762
60 C -0.9505 5.6637 -0.3211
61 N -1.4966 6.6743 -0.3582

Charge = +2
ΔE to the lowest compared entry with this formula, charge and spin = 12.6 kcal/mol
LUMO level (alpha / beta) = -8.31 / -8.01 eV
Molar mass = 499.4 g/mol
Kohn-Sham gap (alpha / beta) = 6.82 / 7.10 eV
2S+1 = 2
HOMO energy (alpha / beta) = -15.13 / -15.11 eV

No. 3
ORCA calculation (wB97M-V/def2-TZVPD) on a molecular structure, C17H36B2ClF2IN5O6P.

CARTESIAN COORDINATES (ANGSTROEM)
1 C 3.4503 -3.9950 0.8820
2 C 3.6635 -4.5392 -0.5271
3 O 2.7353 -4.0089 -1.4609
4 C 3.1542 -2.7963 -2.0620
5 C 1.9102 -2.1819 -2.6871
6 C 1.0067 -1.5140 -1.6445
7 N -0.4296 -1.5050 -1.9943
8 B -1.1568 -2.0464 -0.7720
9 O -1.5673 -3.3272 -0.7961
10 N -1.2878 -1.2174 0.4390
11 C -0.6639 -1.9237 1.5884
12 C -2.7072 -0.9003 0.7616
13 C -0.9337 -0.3286 -2.5773
14 I -0.1311 -0.0697 -4.6415
15 C -2.3995 -0.5051 -2.9943
16 O -2.8945 -1.5775 -3.1093
17 N -3.0754 0.7214 -3.3760
18 C -4.1482 1.0709 -2.5527
19 O -4.4396 0.6298 -1.5025
20 F -4.8320 2.0651 -3.1496
21 C -0.6704 0.9667 -1.7982
22 F -1.7786 1.2721 -1.0625
23 N 0.3724 0.7676 -0.7625
24 P 1.0780 2.3642 0.0250
25 C 0.0089 3.6498 -0.6983
26 C 0.3525 2.1209 1.6527
27 C 1.5289 -0.1439 -1.1016
28 Cl 2.3140 -0.4775 0.4854
29 B 2.6258 0.7098 -1.9419
30 N 4.0350 0.4261 -1.7819
31 O 2.1247 1.6192 -2.8446
32 H 2.3973 -3.7490 1.0311
33 H 4.0268 -3.0837 1.0545
34 H 3.7710 -4.7235 1.6276
35 H 4.6863 -4.3258 -0.8619
36 H 3.5437 -5.6229 -0.5488
37 H 3.6089 -2.1408 -1.3140
38 H 3.8989 -2.9981 -2.8419
39 H 2.1439 -1.5461 -3.5412
40 H 1.3288 -3.0203 -3.0798
41 H 1.0715 -2.1986 -0.7911
42 H -1.5833 -3.6859 -1.6918
43 H -0.5672 -1.2309 2.4271
44 H -1.2669 -2.7821 1.9003
45 H 0.3306 -2.2911 1.3281
46 H -3.3934 -1.3081 0.0159
47 H -2.8610 0.1770 0.7900
48 H -2.9646 -1.3020 1.7409
49 H -3.3946 0.6293 -4.3371
50 H -0.4545 1.8108 -2.4404
51 H -0.1709 0.2873 0.0042
52 H -1.0474 3.5386 -0.4605
53 H 0.1518 3.7452 -1.7760
54 H 0.3891 4.5718 -0.2469
55 H 0.9185 2.6469 2.4212
56 H 0.3866 1.0618 1.9110
57 H -0.6901 2.4373 1.7337
58 H 4.5264 0.6799 -2.6360
59 H 4.4758 0.9432 -1.0267
60 H 2.6191 2.4465 -2.8155
61 C -3.1113 2.4694 4.9725
62 C -1.6116 2.8170 4.9112
63 C -1.4702 4.3507 4.9831
64 O -1.0159 2.3063 3.8038
65 H -3.6145 2.8873 4.0944
66 H -3.2375 1.3843 4.9581
67 H -3.6011 2.8595 5.8728
68 H -1.1753 2.4315 5.8660
69 H -1.9486 4.7981 4.1052
70 H -0.4118 4.6242 4.9784
71 H -1.9281 4.7784 5.8829

Charge = 0
ΔE to the lowest compared entry with this formula, charge and spin = 0.0 kcal/mol
LUMO level = -1.43 eV
Molar mass = 659.5 g/mol
Kohn-Sham gap = 3.92 eV
2S+1 = 1
HOMO energy = -5.35 eV

| no. | electronic energy (eV) |
| --- | --- |
| 1 | -57615.83667 |
| 2 | -90730.44223 |
| 3 | -74648.99651 |